*A*
C6H8N2 | ωB97M-V/def2-TZVPD

Properties
E_LUMO: 0.011 Ha
E_HOMO: -7.12 eV
2S+1: 1
Frontier orbital gap: 7.4 eV

Structure (XYZ):
```
16
Properties=species:S:1:pos:R:3:lowdin_charge:R:1
N 1.293 -0.215 1.147 0.133
N -2.285 -1.204 0.927 0.130
C -0.261 0.212 -0.607 -0.169
C 1.702 -1.321 -0.986 -0.042
C 0.952 -0.323 -0.166 -0.385
C -1.979 2.086 0.267 0.065
C -1.631 -0.392 0.412 -0.287
C -1.076 1.128 0.192 -0.170
H -1.709 3.114 0.042 0.065
H 2.777 -1.139 -0.912 0.081
H 1.404 -1.272 -2.032 0.079
H 1.513 -2.339 -0.629 0.089
H 0.650 0.274 1.753 0.099
H 2.032 -0.775 1.529 0.101
H -2.946 1.926 0.735 0.079
H -0.438 0.238 -1.674 0.133
```

=====

*B*
C6H8N2 | ωB97M-V/def2-TZVPD

Properties
E_LUMO: 0.013 Ha
E_HOMO: -9.29 eV
2S+1: 1
Frontier orbital gap: 9.6 eV

Structure (XYZ):
```
16
Properties=species:S:1:pos:R:3:lowdin_charge:R:1
N 0.081 0.852 -1.122 -0.091
N -2.726 0.562 1.208 0.126
C -1.700 0.043 0.827 -0.224
C 0.981 1.386 0.077 -0.076
C -0.060 -0.465 -0.947 -0.572
C -0.905 -1.583 -0.866 0.076
C 0.597 0.256 1.335 -0.102
C -0.407 -0.631 0.438 -0.304
H 0.132 0.730 2.238 0.089
H 1.008 -0.884 -0.957 0.148
H 1.654 -0.282 1.747 0.144
H -2.111 -1.535 -0.817 0.165
H 0.719 0.774 -2.094 0.181
H 2.137 0.755 -0.591 0.183
H -0.386 -2.550 -0.976 0.108
H 0.985 2.571 0.502 0.149
```

=====

*C*
C6H8N2 | ωB97M-V/def2-TZVPD

Properties
E_LUMO: 0.019 Ha
E_HOMO: -11.82 eV
2S+1: 1
Frontier orbital gap: 12.3 eV

Structure (XYZ):
```
16
Properties=species:S:1:pos:R:3:lowdin_charge:R:1
N -2.817 -1.415 1.103 0.163
N 0.099 -1.640 -2.449 0.170
C 2.052 0.399 0.648 -0.085
C -1.682 0.463 -0.314 -0.142
C -0.046 -0.838 -1.638 -0.197
C -0.195 0.190 -0.606 -0.318
C 0.628 -0.187 0.654 -0.202
C -2.314 -0.588 0.481 -0.226
H 2.160 1.199 1.379 0.071
H 2.315 0.822 -0.323 0.071
H -2.233 0.573 -1.249 0.128
H 0.219 1.110 -1.022 0.141
H 2.796 -0.364 0.867 0.072
H 0.704 -1.271 0.695 0.115
H -1.774 1.401 0.235 0.128
H 0.089 0.146 1.538 0.109
```

=====

*D*
C6H8N2 | ωB97M-V/def2-TZVPD

Properties
E_LUMO: 0.038 Ha
E_HOMO: -7.23 eV
2S+1: 1
Frontier orbital gap: 8.3 eV

Structure (XYZ):
```
16
Properties=species:S:1:pos:R:3:lowdin_charge:R:1
N -1.046 -0.710 -0.486 -0.235
N 1.926 1.172 -0.082 0.030
C -0.904 -0.335 0.825 -0.043
C -0.102 -0.191 -1.278 -0.029
C 0.810 0.397 -0.371 -0.300
C -2.228 -1.397 -0.847 -0.063
C 0.332 0.311 0.905 -0.167
C 1.560 1.048 1.401 -0.096
H 2.862 0.915 -0.422 0.116
H 2.178 0.442 2.078 0.100
H -1.773 -0.569 1.547 0.141
H -2.333 -2.405 -0.393 0.091
H -2.307 -1.433 -1.950 0.097
H 1.484 2.045 1.975 0.124
H -0.024 -0.358 -2.394 0.130
H -3.062 -0.867 -0.281 0.103
```

=====

Most stable one: *C*, least stable one: *B*.

=====

*A*
C6H8N2 | ωB97M-V/def2-TZVPD

Properties
E_LUMO: 0.030 Ha
E_HOMO: -8.80 eV
2S+1: 1
Frontier orbital gap: 9.6 eV

Structure (XYZ):
```
16
Properties=species:S:1:pos:R:3:lowdin_charge:R:1
N 2.108 -0.429 0.586 0.083
N 0.330 -0.943 -0.747 0.028
C -2.184 -0.599 0.386 0.026
C -1.450 0.412 -0.062 -0.086
C 1.193 0.680 0.684 -0.226
C 1.497 -1.340 -0.146 -0.215
C -0.009 0.276 -0.292 -0.518
C 0.864 1.407 -0.518 -0.127
H -0.558 -1.775 -0.202 0.211
H -1.741 1.597 0.048 0.165
H 0.289 2.362 -0.553 0.119
H 0.942 1.434 1.565 0.173
H -3.117 -0.706 0.814 0.036
H 1.633 1.604 -1.288 0.125
H -1.707 -1.569 -0.092 0.065
H 1.911 -2.409 -0.182 0.140
```

=====

*B*
C6H8N2 | ωB97M-V/def2-TZVPD

Properties
E_LUMO: 0.035 Ha
E_HOMO: -7.81 eV
2S+1: 1
Frontier orbital gap: 8.8 eV

Structure (XYZ):
```
16
Properties=species:S:1:pos:R:3:lowdin_charge:R:1
N -1.188 0.089 -0.222 -0.249
N 2.263 0.934 0.105 0.063
C 0.832 -0.682 0.180 -0.149
C 2.384 -0.730 0.069 -0.023
C -0.437 -1.074 -0.304 -0.029
C 0.878 0.664 0.096 -0.349
C -2.526 0.015 0.224 -0.109
C -0.355 1.234 -0.188 0.013
H 3.121 -0.862 0.939 0.109
H -2.975 1.150 0.073 0.126
H -2.657 -0.359 1.466 0.158
H -3.038 -0.703 -0.525 0.099
H -0.912 -2.012 -0.242 0.095
H 2.930 -1.080 -0.866 0.111
H 2.521 1.234 -0.748 0.035
H -0.841 2.181 -0.054 0.099
```

=====

Most stable one: *B*, least stable one: *A*.

=====

*A*
C6H8N2 | ωB97M-V/def2-TZVPD

Properties
E_LUMO: -0.012 Ha
E_HOMO: -8.11 eV
2S+1: 1
Frontier orbital gap: 7.8 eV

Structure (XYZ):
```
16
Properties=species:S:1:pos:R:3:lowdin_charge:R:1
N 0.228 -0.208 1.032 -0.103
N 0.621 0.439 1.986 0.041
C 0.498 1.063 -0.450 -0.113
C -0.635 -0.562 -2.017 -0.076
C 1.208 1.689 1.675 -0.134
C 0.016 0.740 -1.668 -0.102
C 1.096 1.919 0.343 -0.068
C -0.515 -1.401 1.295 -0.068
H -0.593 -1.237 -1.198 0.027
H 0.176 1.597 -2.402 0.140
H -0.123 -2.044 0.672 0.013
H -0.005 -1.013 -2.843 0.104
H -1.616 -0.190 -2.347 0.091
H -0.453 -1.688 2.351 0.089
H -1.625 -1.232 1.140 0.118
H 1.722 2.130 2.432 0.042
```

=====

*B*
C6H8N2 | ωB97M-V/def2-TZVPD

Properties
E_LUMO: 0.027 Ha
E_HOMO: -8.27 eV
2S+1: 1
Frontier orbital gap: 9.0 eV

Structure (XYZ):
```
16
Properties=species:S:1:pos:R:3:lowdin_charge:R:1
N -0.307 -1.616 -0.544 0.044
N -1.106 -0.899 0.307 -0.141
C -0.065 1.235 -0.491 -0.051
C -1.006 0.549 0.483 -0.263
C 1.321 0.985 -0.341 -0.010
C -2.189 -0.142 -0.128 -0.154
C 0.960 -1.467 -0.240 -0.162
C 1.707 -0.338 0.594 -0.109
H -3.247 0.010 0.416 0.141
H 1.637 -1.997 -0.984 0.110
H 2.099 1.502 -0.791 0.055
H -1.135 0.932 1.564 0.162
H -0.192 2.120 -0.982 0.056
H 1.084 -0.341 1.615 0.132
H -2.330 0.004 -1.217 0.113
H 2.768 -0.538 0.741 0.077
```

=====

*C*
C6H8N2 | ωB97M-V/def2-TZVPD

Properties
E_LUMO: 0.031 Ha
E_HOMO: -8.74 eV
2S+1: 1
Frontier orbital gap: 9.6 eV

Structure (XYZ):
```
16
Properties=species:S:1:pos:R:3:lowdin_charge:R:1
N -0.129 1.798 -0.810 0.002
N -0.482 -1.011 -0.683 -0.040
C 1.955 -1.754 1.762 0.064
C 1.297 -1.168 0.877 -0.116
C -1.595 -0.140 -0.845 -0.249
C 0.681 -0.272 -0.155 -0.327
C 0.187 1.061 0.292 -0.274
C -1.258 1.130 -0.195 -0.251
H -0.862 -1.800 0.011 0.167
H 0.611 1.728 1.090 0.164
H -1.700 0.008 -1.929 0.114
H 1.535 -0.312 -0.984 0.182
H -0.371 2.906 -0.831 0.184
H 2.098 -2.417 2.768 0.091
H -2.031 1.731 0.378 0.154
H -2.605 -0.493 -0.471 0.133
```

=====

Most stable one: *B*, least stable one: *A*.

=====

*A*
C5H9FS | ωB97M-V/def2-TZVPD

Properties
E_LUMO: 0.034 Ha
E_HOMO: -8.61 eV
2S+1: 1
Frontier orbital gap: 9.5 eV

Structure (XYZ):
```
16
Properties=species:S:1:pos:R:3:lowdin_charge:R:1
S -1.741 -0.468 -0.480 0.832
F 1.678 1.408 -0.521 -0.074
C -0.908 1.068 0.135 -0.410
C 0.108 0.292 0.933 -0.406
C -0.163 -1.114 0.372 -0.517
C 0.842 -1.713 -0.640 -0.124
C 1.470 0.926 0.791 -0.153
H 1.627 1.740 1.534 0.130
H -0.166 0.272 1.955 0.125
H 1.036 -0.959 -1.389 0.062
H -1.601 1.743 0.709 0.098
H -0.456 1.564 -0.674 0.047
H 1.823 -1.981 -0.191 0.083
H 2.289 0.180 0.962 0.128
H -0.363 -1.927 1.120 0.110
H 0.466 -2.570 -1.191 0.069
```

=====

*B*
C5H9FS | ωB97M-V/def2-TZVPD

Properties
E_LUMO: 0.032 Ha
E_HOMO: -8.99 eV
2S+1: 1
Frontier orbital gap: 9.9 eV

Structure (XYZ):
```
16
Properties=species:S:1:pos:R:3:lowdin_charge:R:1
S -2.579 -0.442 -0.407 0.772
F 1.042 -1.416 -1.114 -0.054
C -0.149 -0.828 0.981 -0.123
C -0.178 1.118 -0.589 -0.200
C 1.263 0.720 -0.263 -0.132
C -1.111 0.204 0.242 -0.733
C 1.123 -0.737 0.159 -0.293
H -1.960 -1.274 -1.305 -0.096
H -0.371 2.150 -0.358 0.097
H -0.040 -0.580 2.032 0.117
H 1.971 -1.142 0.631 0.123
H -0.573 -1.791 1.039 0.087
H -0.453 0.980 -1.674 0.119
H 2.002 0.860 -1.035 0.110
H 1.521 1.359 0.644 0.141
H -1.507 0.819 1.017 0.065
```

=====

Most stable one: *B*, least stable one: *A*.

=====

*A*
CH10N3O2 | ωB97M-V/def2-TZVPD

Properties
E_LUMO: -0.108 Ha
E_HOMO: -15.12 eV
Charge: +1
2S+1: 1
Frontier orbital gap: 12.2 eV

Structure (XYZ):
```
16
Properties=species:S:1:pos:R:3:lowdin_charge:R:1
O 2.962 -1.006 1.045 -0.043
O 0.872 0.023 -2.311 -0.045
N -1.777 0.108 -0.854 0.195
N -1.848 0.987 1.321 0.164
N 0.007 -0.197 0.734 0.227
C -1.167 0.309 0.372 -0.415
H 2.965 -1.388 1.887 0.005
H 0.462 0.533 -3.038 0.072
H 3.462 -1.772 0.657 0.085
H -1.154 -0.141 -1.677 0.127
H 0.206 -0.277 1.715 0.131
H 1.708 -0.201 -2.691 0.045
H 0.715 -0.501 0.177 0.050
H -1.492 1.155 2.283 0.148
H -2.613 1.670 1.143 0.149
H -2.605 0.647 -0.967 0.106
```

=====

*B*
CH10N3O2 | ωB97M-V/def2-TZVPD

Properties
E_LUMO: -0.116 Ha
E_HOMO: -14.04 eV
Charge: +1
2S+1: 1
Frontier orbital gap: 10.9 eV

Structure (XYZ):
```
16
Properties=species:S:1:pos:R:3:lowdin_charge:R:1
O 0.743 -0.034 1.753 -0.058
O 3.765 -1.971 -0.304 -0.091
N -1.900 0.046 0.506 0.159
N -0.218 1.265 -0.586 0.194
N -2.453 1.096 -1.421 0.211
C -1.528 0.858 -0.509 -0.450
H 4.594 -1.807 0.185 0.047
H -2.068 1.409 -2.359 0.181
H 0.801 -0.958 1.731 0.025
H 0.428 0.964 0.169 0.095
H 0.082 2.048 -1.189 0.146
H 3.740 -2.871 -0.688 0.048
H -3.362 0.919 -1.209 0.091
H 1.019 0.233 2.703 0.139
H -2.622 -0.668 0.488 0.133
H -1.021 -0.529 0.728 0.129
```

=====

Most stable one: *A*, least stable one: *B*.

=====

*A*
C4H3FO | ωB97M-V/def2-TZVPD

Properties
E_LUMO: 0.028 Ha
E_HOMO: -9.90 eV
2S+1: 1
Frontier orbital gap: 10.7 eV

Structure (XYZ):
```
9
Properties=species:S:1:pos:R:3:lowdin_charge:R:1
F -2.254 -0.408 -0.118 0.109
O 2.252 -0.476 -0.158 0.108
C 1.087 -0.466 0.073 -0.383
C -0.943 -0.422 0.064 -0.295
C -0.085 -1.450 0.153 0.091
C 0.038 0.728 0.097 -0.033
H -0.116 -2.496 -0.028 0.101
H 0.103 1.408 -0.887 0.156
H -0.095 1.364 1.089 0.145
```

=====

*B*
C4H3FO | ωB97M-V/def2-TZVPD

Properties
E_LUMO: -0.008 Ha
E_HOMO: -10.64 eV
2S+1: 1
Frontier orbital gap: 10.4 eV

Structure (XYZ):
```
9
Properties=species:S:1:pos:R:3:lowdin_charge:R:1
F -2.526 0.292 -0.613 -0.034
O 2.576 0.774 0.084 0.063
C 2.142 -0.318 -0.237 -0.250
C 0.719 -0.560 0.059 0.033
C -0.475 -0.549 0.195 0.038
C -1.804 0.066 0.529 -0.217
H -2.307 -0.544 1.279 0.108
H 2.620 -1.186 -0.727 0.119
H -1.681 1.080 1.023 0.141
```

=====

Most stable one: *A*, least stable one: *B*.